Below is C8H22IrN3O10P2 as an isolated structure, with properties calculated with ωB97M-V/def2-TZVPD.

Computed properties:
LUMO level (spin up / spin down) in eV: -10.858 / -12.158
Multiplicity: 2
HOMO energy (spin up / spin down) in eV: -19.172 / -19.173
⟨S²⟩: 0.754
Net charge: +3
Relative energy (zero: lowest compared OMol25 entry of this formula, charge and spin) in kcal/mol: 24.0

Element x y z (Å)
Ir  0.6873  0.1348  -0.1970
C  -2.1771  -2.3401  2.5265
O  -2.8650  -1.5404  1.4869
C  -2.1730  -0.9163  0.6155
O  -0.9537  -0.9158  0.5056
N  -3.0443  -0.2312  -0.2611
N  -2.6580  0.5153  -1.2618
H  -2.9814  -2.6951  3.1584
H  -1.4948  -1.6881  3.0635
H  -1.6612  -3.1585  2.0334
H  -4.0438  -0.3986  -0.1416
H  -3.3895  0.8746  -1.8722
H  -1.6756  0.8374  -1.3643
C  -0.2756  4.6533  -0.6695
C  0.9022  3.6987  -0.4759
O  2.1728  4.3210  -0.5120
P  0.9084  2.8798  1.1619
O  0.1757  3.8341  2.1288
O  2.3695  2.5892  1.5967
O  0.1756  1.5162  1.1122
P  0.8936  2.4098  -1.7973
O  2.0568  1.3612  -1.0888
O  1.1750  2.8653  -3.1353
O  -0.2658  1.3931  -1.4911
H  -0.2209  5.4654  0.0536
H  -1.2319  4.1439  -0.5454
H  -0.2366  5.0700  -1.6778
H  2.1635  5.0931  -1.0969
H  0.0198  3.6218  3.0641
H  3.0072  3.3238  1.5437
H  2.9628  1.2279  -1.4140
C  2.7888  -4.2247  -0.4526
N  2.1594  -2.9035  -0.2450
C  1.2962  -2.3426  -1.2770
C  2.3770  -2.1872  0.8458
C  3.2324  -2.6837  1.9547
O  1.8686  -1.0238  0.9307
H  2.6356  -4.5258  -1.4840
H  2.3404  -4.9701  0.2019
H  3.8583  -4.1654  -0.2669
H  1.2202  -3.0288  -2.1161
H  1.7259  -1.4015  -1.6789
H  0.2812  -2.1870  -0.8996
H  2.9092  -3.6729  2.2802
H  3.1902  -1.9857  2.7842
H  4.2669  -2.7758  1.6161

Below is a 17-piece molecular cluster, C43H118N12O27 overall, with properties calculated with ωB97M-V/def2-TZVPD.

Computed properties:
LUMO level in eV: -0.455
Multiplicity: 1
HOMO energy in eV: -8.196

Element x y z (Å)
C  -19.8348  -25.7868  16.7287
C  -20.1170  -25.6274  15.0920
C  -19.8943  -27.1297  14.6748
C  -20.4657  -27.3131  13.2272
C  -22.0252  -27.0112  13.2666
C  -22.1820  -25.4978  13.5918
N  -21.5554  -25.2038  14.9576
O  -21.7710  -23.9200  15.3630
C  -21.7514  -24.6184  12.4458
C  -23.7206  -25.3855  13.6578
C  -19.1544  -24.5992  14.3471
H  -19.5172  -24.8146  17.1055
H  -18.8949  -26.3181  16.8783
H  -20.6619  -26.2982  17.2212
H  -18.8438  -27.3550  14.4907
H  -20.2246  -27.8356  15.4368
H  -20.3934  -28.3723  12.9806
H  -19.9033  -26.7837  12.4581
H  -22.6110  -27.6286  13.9476
H  -22.5361  -27.2860  12.3438
H  -22.0549  -25.0886  11.5105
H  -22.2005  -23.6374  12.6011
H  -20.6730  -24.4605  12.4435
H  -23.9128  -24.3246  13.8183
H  -24.1154  -25.6579  12.6790
H  -24.0556  -26.0820  14.4264
H  -19.5179  -23.6489  13.9560
H  -18.4122  -24.9747  13.6426
H  -18.6309  -24.2830  15.2493
H  -22.2222  -24.0492  16.2005
C  -16.2286  -32.3619  10.9260
C  -15.2727  -31.2957  10.3983
C  -15.4548  -31.1688  8.7955
C  -16.4157  -30.0785  8.5216
C  -16.1285  -28.7991  9.2714
C  -16.2201  -28.8901  10.7760
N  -15.2767  -29.9444  11.1039
O  -14.8770  -30.0950  12.4225
C  -15.8521  -27.6072  11.4611
C  -17.5780  -29.3062  11.1998
C  -13.8904  -31.7511  10.6384
H  -15.9472  -33.3288  10.5088
H  -17.2227  -32.1024  10.5619
H  -16.2055  -32.4058  12.0148
H  -14.5426  -30.8249  8.3079
H  -15.8516  -32.1026  8.3972
H  -17.4366  -30.4383  8.6490
H  -16.3538  -29.8290  7.4623
H  -16.8633  -28.1275  8.8274
H  -15.1082  -28.5645  8.9681
H  -15.3370  -27.7417  12.4122
H  -15.0888  -26.9741  11.0087
H  -16.6981  -26.9812  11.7448
H  -18.0828  -30.1537  10.7360
H  -17.5499  -29.3856  12.2866
H  -18.2398  -28.4746  10.9578
H  -13.7754  -32.1902  11.6294
H  -13.1406  -30.9605  10.6100
H  -13.6219  -32.5415  9.9375
H  -14.2034  -29.4178  12.5182
C  -14.7325  -25.4937  7.3834
C  -14.0691  -24.1108  7.1855
O  -12.7212  -24.1287  7.5697
O  -13.9333  -26.5595  6.8402
H  -15.7026  -25.6126  6.9009
H  -14.8028  -25.7070  8.4500
H  -14.6638  -23.3632  7.7105
H  -14.2939  -23.8970  6.1406
H  -12.1979  -24.6517  6.9580
H  -13.0818  -26.5147  7.2812
C  -19.5837  -34.0047  8.9769
C  -20.6166  -33.4932  7.8572
O  -21.8603  -33.0443  8.3887
O  -20.3217  -34.8990  9.8549
H  -19.2906  -33.2154  9.6691
H  -18.8197  -34.5990  8.4756
H  -20.8774  -34.3764  7.2741
H  -20.2149  -32.7751  7.1422
H  -22.0633  -33.6076  9.1391
H  -20.4066  -35.7917  9.5119
C  -17.3578  -33.0527  6.1455
C  -15.8884  -33.1646  5.7182
O  -15.7446  -32.8574  4.3802
O  -18.0954  -34.0615  5.4900
H  -17.7473  -32.0472  5.9858
H  -17.4161  -33.2707  7.2119
H  -15.5523  -34.2008  5.7548
H  -15.2350  -32.5966  6.3804
H  -15.4343  -33.6846  4.0044
H  -18.8609  -34.1964  6.0533
C  -12.6508  -36.3301  9.8268
C  -11.1232  -36.0196  9.7374
O  -10.8543  -34.8856  8.8975
O  -13.2484  -36.5349  8.4949
H  -13.1081  -35.4387  10.2561
H  -12.7887  -37.2305  10.4253
H  -10.6740  -36.8666  9.2189
H  -10.5820  -35.7466  10.6433
H  -11.5443  -35.0300  8.2458
H  -14.1141  -36.1322  8.3944
C  -10.1019  -29.4500  12.1037
C  -10.6846  -27.9939  11.9783
O  -11.9133  -28.0673  11.3246
O  -10.4032  -30.2050  10.9138
H  -10.5821  -29.9709  12.9321
H  -9.0355  -29.3940  12.3223
H  -9.8787  -27.3727  11.5875
H  -10.7210  -27.5568  12.9761
H  -11.8640  -28.8584  10.7830
H  -10.2383  -31.1257  11.1299
C  -11.5736  -30.9340  7.2270
C  -12.1875  -32.2918  6.8284
O  -11.2770  -33.0521  5.9790
O  -11.6222  -30.0529  6.1145
H  -10.5011  -30.8069  7.3744
H  -11.8694  -30.6331  8.2320
H  -13.1498  -32.1825  6.3283
H  -12.2881  -32.7624  7.8064
H  -10.6890  -33.5499  6.5518
H  -11.4638  -29.1819  6.4859
C  -17.7022  -37.3614  12.2616
C  -16.6991  -36.2761  11.7842
O  -15.4949  -36.6104  11.1474
O  -18.9640  -36.9292  12.0366
H  -17.5018  -37.6262  13.2998
H  -17.6456  -38.2404  11.6195
H  -16.4714  -35.6961  12.6786
H  -17.1792  -35.7587  10.9537
H  -14.7796  -36.5980  11.7876
H  -19.2184  -36.6077  11.1686
C  -19.5206  -25.3289  8.3425
C  -19.9623  -23.9355  8.8119
O  -19.3662  -23.0054  7.9192
O  -18.1091  -25.5392  8.6096
H  -19.7655  -25.4701  7.2898
H  -20.0575  -26.0705  8.9341
H  -19.7422  -23.6559  9.8422
H  -21.0349  -23.7556  8.8849
H  -18.7630  -23.4540  7.3221
H  -17.8880  -26.3019  8.0702
C  -12.4500  -31.5709  14.5833
C  -13.9180  -31.9254  15.0014
O  -14.3188  -31.2175  16.2669
O  -11.4770  -32.6572  14.6503
H  -12.0166  -30.7592  15.1675
H  -12.3506  -31.3104  13.5295
H  -13.8624  -32.9885  15.2354
H  -14.7090  -31.6802  14.2927
H  -14.8982  -31.8599  16.6832
H  -10.6895  -32.4436  15.1560
C  -14.4475  -26.3997  15.6596
C  -13.4894  -27.0172  16.6108
O  -12.2744  -26.3250  16.6055
O  -13.9795  -26.3543  14.3236
H  -14.7461  -25.4466  16.0959
H  -15.2778  -27.1048  15.6208
H  -13.2830  -28.0735  16.4387
H  -13.9514  -27.0533  17.5973
H  -12.4191  -25.3762  16.6270
H  -13.0767  -26.0292  14.2951
C  -9.2232  -33.0552  11.5654
O  -8.4232  -32.8232  12.4379
N  -9.0995  -33.1438  10.2796
N  -10.4374  -33.1478  11.7958
H  -8.0968  -33.1893  10.1669
H  -9.7660  -33.6255  9.6933
H  -10.7259  -33.2324  12.7600
H  -11.0472  -33.2994  11.0051
C  -20.7028  -32.6572  13.4634
O  -21.8014  -32.2229  13.1638
N  -20.3972  -33.3196  14.5216
N  -19.7415  -32.4676  12.5794
H  -21.1870  -33.3097  15.1510
H  -19.4509  -33.5142  14.8161
H  -20.0284  -31.8330  11.8479
H  -18.8504  -32.9430  12.5771
C  -17.9254  -30.1713  15.9322
O  -18.8812  -30.7320  16.3969
N  -17.3527  -30.6640  14.8764
N  -17.4225  -29.0044  16.4274
H  -17.7328  -31.5005  14.4570
H  -16.5601  -30.2163  14.4390
H  -16.5420  -28.6288  16.1052
H  -17.6971  -28.7863  17.3746
C  -16.3841  -22.8277  10.5473
O  -15.5425  -22.0379  10.9574
N  -17.0672  -22.7466  9.4082
N  -16.6771  -23.9838  11.0847
H  -17.3405  -21.8430  9.0492
H  -17.5856  -23.5552  9.0958
H  -16.8521  -24.7225  10.4186
H  -16.8126  -24.0534  12.0832
C  -17.5197  -34.1642  15.0352
O  -17.6396  -33.2986  14.2502
N  -17.4670  -33.9826  16.3567
N  -17.7122  -35.4594  14.7938
H  -17.5650  -34.7977  16.9450
H  -17.2631  -33.0477  16.6800
H  -17.6252  -35.7808  13.8402
H  -17.5978  -36.0837  15.5794

Below is an isolated ion of composition H3NO3P and charge -1, with properties calculated with ωB97M-V/def2-TZVPD.

Computed properties:
LUMO level in eV: 4.056
Multiplicity: 1
HOMO energy in eV: -5.015
Net charge: -1
Relative energy (zero: lowest compared OMol25 entry of this formula, charge and spin) in kcal/mol: 60.1
SMILES: N[P@@](=O)([O-])O

Element x y z (Å)
N  -0.9829  -0.6801  0.6989
O  1.1262  2.3496  -0.1557
O  -1.0720  1.3404  -1.0390
O  -0.9165  1.7781  1.5877
P  -0.5557  1.1276  0.3278
H  -0.4569  -1.3949  0.0510
H  1.7057  2.5032  0.6117
H  -0.4256  -0.6613  1.4939

The evaluated strongest force on any atom for the records listed, in turn: 1.5 9.7 4.1 eV/Å.